Computed, not measured: a 2-piece molecular cluster, C18H25F3N3O2 overall, with the ωB97M-V functional and the def2-TZVPD basis.

XYZ file:
```
51
Properties=species:S:1:pos:R:3:forces:R:3
C 4.99903 -2.42097 -0.93872 0.56 -0.02 0.82
C 4.97216 -1.07864 -0.03345 1.28 -2.14 0.54
N 4.98890 0.20216 -0.81959 -0.05 -0.40 1.21
N 3.70331 0.71043 -0.72568 -4.55 1.66 -1.40
C 3.32554 1.76814 0.21184 -3.32 -0.20 -0.87
C 1.85642 2.27539 0.31699 0.52 -3.26 -2.70
C 0.76262 1.62488 -0.61562 2.37 -0.68 -0.62
C -0.76642 2.01461 -0.57608 -2.31 0.33 1.18
C -1.50283 1.79727 0.80670 -2.37 1.30 -2.26
C -3.00181 2.11943 0.96475 3.58 -0.21 -2.49
N -3.74348 2.62607 -0.18089 2.37 -0.31 -0.53
C -5.20398 2.93719 0.07941 -0.92 -0.78 0.69
C -6.05498 1.54753 0.08064 0.89 1.09 -0.07
O -5.85079 0.97549 -1.24005 -0.39 -0.98 1.87
C -5.90765 -0.46813 -1.22251 0.20 -0.71 -1.58
C -4.44577 -0.99047 -1.67659 -0.98 -0.27 0.08
F -4.41330 -2.41611 -1.66795 0.43 3.74 -0.09
F -4.17825 -0.52080 -3.00398 -0.12 -1.28 3.46
F -3.49523 -0.45665 -0.76555 -1.41 -1.43 -2.30
C -3.13708 2.82325 -1.48882 3.26 -1.12 0.99
C -1.61545 2.54786 -1.76128 -1.67 -0.95 3.65
C 1.21479 0.53573 -1.63213 2.63 1.96 2.70
C 2.70363 0.12757 -1.62847 -3.04 1.61 0.90
H 4.54953 -3.26475 -0.28837 0.57 1.43 -1.19
H 6.09871 -2.70213 -1.12947 -1.72 0.42 0.00
H 4.45194 -2.31710 -1.93629 0.65 -0.22 1.35
H 4.08530 -1.18362 0.68021 1.17 0.47 -0.72
H 5.93734 -1.09760 0.59170 -1.63 0.08 -0.78
H 5.28971 0.07082 -1.79532 -0.59 0.21 0.52
H 4.08895 2.24835 0.90605 -0.81 -1.13 -1.36
H 1.50663 3.09502 1.03012 1.02 -1.34 -1.05
H -0.94128 1.37395 1.71300 -0.93 0.74 -1.63
H -3.52445 1.94393 1.97766 0.72 0.48 -2.08
H -5.24336 3.33962 1.15210 -0.05 -0.27 -1.72
H -5.61353 3.69538 -0.66783 0.78 -1.13 1.01
H -5.62071 0.90781 0.93338 -0.64 0.67 -1.40
H -7.16382 1.74172 0.28270 1.53 -0.13 -0.28
H -6.26646 -0.91939 -0.23822 0.87 0.63 -1.23
H -6.62903 -0.82049 -2.04812 1.10 0.55 1.24
H -3.73503 3.19238 -2.40004 0.56 -0.62 2.08
H -1.13530 2.69530 -2.79826 -1.13 -0.16 1.89
H 0.40745 0.07813 -2.30213 1.72 0.53 0.98
H 3.01953 -0.67988 -2.38391 -0.13 1.50 1.64
C 4.18282 -4.39307 3.17484 0.16 -0.57 0.48
C 3.60451 -2.97716 3.38074 0.55 -1.16 0.43
O 3.42116 -2.43990 2.17262 -0.40 1.22 -0.81
H 5.14546 -4.36782 2.65374 -0.14 0.16 -0.01
H 4.34915 -4.87234 4.14705 0.03 -0.04 0.01
H 3.49975 -5.03327 2.60726 0.00 0.22 -0.01
H 4.30643 -2.47652 4.07339 0.30 0.44 -0.23
H 2.71926 -3.11862 4.02839 -0.53 0.08 -0.28
```
Positions in Å, forces in eV/Å.

Output
- Energy above the lowest of the compared OMol25 structures with the same formula, charge and spin: 9.150 eV
- Energy: -1314.4962 hartree
- Kohn-Sham gap: 2.335 eV
- Lowest unoccupied orbital energy: -5.41 eV
- Net charge: +1
- E_HOMO: -7.747 eV
- Largest force on an atom: 0.09808 Eh/bohr

From a natural (NBO) analysis of the wavefunction, the atomic charges in e read: number 1, C, carries -0.655; number 2, C, carries -0.300; number 3, N, carries -0.435; number 4, N, carries -0.148; number 5, C, carries 0.089; number 6, C, carries -0.210; number 7, C, carries -0.045; number 8, C, carries 0.028; number 9, C, carries -0.200; number 10, C, carries 0.059; number 11, N, carries -0.333; number 12, C, carries -0.236; number 13, C, carries -0.076; number 14, O, carries -0.544; number 15, C, carries -0.157; number 16, C, carries 0.968; number 17, F, carries -0.317; number 18, F, carries -0.331; number 19, F, carries -0.347; number 20, C, carries 0.103; number 21, C, carries -0.217; number 22, C, carries -0.212; number 23, C, carries 0.061; number 24, H, carries 0.277; number 25, H, carries 0.221; number 26, H, carries 0.179; number 27, H, carries 0.304; number 28, H, carries 0.223; number 29, H, carries 0.383; number 30, H, carries 0.279; number 31, H, carries 0.266; number 32, H, carries 0.279; number 33, H, carries 0.268; number 34, H, carries 0.236; number 35, H, carries 0.254; number 36, H, carries 0.189; number 37, H, carries 0.222; number 38, H, carries 0.223; number 39, H, carries 0.234; number 40, H, carries 0.274; number 41, H, carries 0.280; number 42, H, carries 0.267; number 43, H, carries 0.266; number 44, C, carries -0.609; number 45, C, carries -0.037; number 46, O, carries -0.804; number 47, H, carries 0.188; number 48, H, carries 0.189; number 49, H, carries 0.193; number 50, H, carries 0.101; number 51, H, carries 0.109